(1)
72
Properties=species:S:1:pos:R:3:forces:R:3 method="wB97M-V/def2-TZVPD" relative_energy_kcal_mol=0.0 max_force_ev_per_a=6.07 homo_ev="-6.7609 / -6.7597" lumo_ev="-1.9154 / -1.9183" energy_ha=-2264.97902 orbital_gap_ha="0.178 / 0.178"
H -12.62961 -2.07205 -11.28091 -0.5 0.1 0.0
C -18.62667 0.15018 -19.55160 -0.4 0.0 0.0
H -17.51318 -7.47812 -17.68843 0.3 0.4 0.2
F -17.94760 -3.57935 -17.83184 -0.1 0.8 -0.4
N -15.40011 -3.36211 -15.68879 -0.7 0.0 -0.6
N -13.75863 -0.22647 -17.51177 -4.2 -2.3 -0.1
C -18.16696 -2.33323 -18.39984 -1.0 -0.2 -0.2
C -16.63605 1.25138 -9.33929 -0.7 0.1 -0.2
H -17.38366 -6.19175 -15.75763 -0.1 0.0 -0.1
C -14.98295 -6.53968 -11.85232 -0.2 0.5 -0.7
O -13.34283 -7.80710 -16.08527 -0.9 1.2 -0.3
C -17.51411 -5.36042 -11.58324 -0.3 -0.2 0.1
H -15.21400 -7.26461 -9.85206 -0.7 0.3 -0.6
C -17.19322 -1.34494 -18.21401 0.4 0.2 0.2
C -19.36735 -2.10833 -19.05767 -0.5 -0.5 -0.2
F -20.34081 -3.10594 -19.07297 1.7 1.3 0.1
C -16.81274 -5.20664 -12.77821 0.7 -0.2 -0.1
C -15.93543 -1.63667 -17.48807 -1.9 -0.8 0.0
H -16.98212 2.08516 -8.72744 0.1 0.1 0.0
H -14.81730 3.13105 -11.67974 0.1 -0.2 0.0
H -18.50101 -4.88574 -11.40375 0.8 -0.4 -0.4
H -14.04482 -4.82711 -13.92452 0.1 0.3 0.2
C -15.41272 1.64350 -10.16773 1.1 -1.2 0.3
C -15.00045 0.42293 -10.99999 -0.4 -0.7 -1.0
C -14.18678 -7.08568 -16.62146 0.9 -1.7 -0.1
C -14.78933 -0.82614 -17.54702 5.3 2.9 -0.2
H -16.43051 0.41265 -8.66493 0.1 0.1 -0.2
C -17.50091 -0.07579 -18.76408 -0.6 0.8 0.0
H -16.69718 0.71504 -12.43129 0.8 -0.5 0.3
H -16.50494 2.60773 -11.75986 -0.1 0.1 -0.2
H -15.06183 -8.14452 -18.32383 0.3 0.0 0.1
C -20.88962 -0.64753 -20.47692 2.4 -0.1 1.6
C -19.66208 -0.85952 -19.71642 -0.4 0.1 -0.6
O -14.14201 -5.76893 -16.63028 -0.6 -0.4 0.0
N -14.73621 -5.54057 -14.11693 -0.8 -1.1 0.3
F -18.78592 1.37864 -20.15012 0.2 -1.6 1.0
N -22.45452 -2.38979 -21.54640 2.5 2.2 1.6
C -14.36671 -1.84643 -12.53345 -1.6 0.7 -1.3
F -16.74604 1.00487 -18.41678 -0.2 -1.0 -0.6
O -14.29326 -2.90512 -13.48431 -0.7 1.4 -0.4
C -16.97115 -6.15550 -10.57287 -0.6 0.2 0.9
H -14.17221 -6.36953 -14.31481 0.0 -0.1 0.0
H -17.24745 -4.65262 -13.62051 0.2 -0.1 0.4
H -13.99412 -6.95950 -11.99183 0.0 0.0 0.2
C -21.37926 0.62194 -20.77842 -1.5 4.0 -1.5
H -17.58518 -6.28228 -9.65530 0.7 0.0 -0.7
C -15.37344 -7.82742 -17.32650 -0.5 1.0 0.6
H -17.27820 -5.04663 -16.90535 -0.1 -0.2 0.0
H -13.33348 2.12471 -9.80323 -0.2 -0.1 0.4
C -15.70522 -6.72511 -10.68461 0.3 -0.1 0.4
C -16.59549 -6.88158 -17.55682 0.5 -0.4 -0.4
C -15.74697 -2.67005 -16.67701 0.3 0.6 0.0
C -15.68102 2.82601 -11.09119 -0.3 0.2 0.5
H -15.98852 3.67167 -10.47723 0.0 0.2 0.0
C -13.55150 -1.52081 -11.49482 0.7 -0.4 0.2
Be -15.32330 -5.15858 -15.76319 1.0 -0.1 -0.4
H -17.48447 0.96810 -9.98111 0.2 0.0 0.1
H -14.08455 1.22045 -8.44272 0.0 -0.2 0.0
O -15.98129 -1.40820 -14.10701 0.4 -1.2 -0.3
H -15.61259 -8.76131 -16.76250 0.2 0.9 -0.3
N -16.77425 -5.82955 -16.49005 -0.3 -0.3 0.5
C -15.53037 -5.78531 -12.89687 -0.5 0.3 0.0
C -14.25379 1.96256 -9.21570 0.0 1.1 -0.4
H -14.48685 2.90457 -8.70907 0.1 -0.1 0.0
B -15.25968 -2.56509 -14.45908 0.2 1.1 2.2
H -13.24061 -0.16643 -9.86816 -0.4 -0.1 -0.7
H -16.43230 -6.34825 -18.50570 -0.1 0.0 0.5
N -21.88397 1.63142 -21.13838 1.5 -2.7 1.2
C -15.82461 0.09965 -12.12741 0.2 0.2 0.0
C -15.45070 -0.97888 -12.89082 1.2 -1.2 0.2
C -13.87932 -0.38793 -10.73919 -0.4 0.6 0.6
C -21.69322 -1.64140 -21.02422 -2.9 -3.4 -1.7

---

(2)
79
Properties=species:S:1:pos:R:3:forces:R:3 method="wB97M-V/def2-TZVPD" relative_energy_kcal_mol=4.3 s_squared=0.753 max_force_ev_per_a=3.07 homo_ev="-2.1623 / -2.7819" charge=-2 lumo_ev="3.8278 / 3.8282" energy_ha=-5776.43349 spin_multiplicity=2 orbital_gap_ha="0.220 / 0.243"
C -4.15710 1.54510 0.31200 0.2 0.0 -0.1
H 1.24070 6.03330 4.79560 0.0 0.0 0.1
H 2.41020 2.17740 -2.99620 -0.1 0.0 0.0
C 4.70400 -0.85300 0.16040 -2.9 -0.5 -0.4
N -0.06240 -0.16250 1.74000 -0.1 -0.3 0.3
N 2.76740 0.31270 0.99040 -1.1 -1.4 -0.9
O -2.76840 -0.97140 1.68050 -0.2 -0.3 -0.1
C -1.60340 4.53260 2.23080 0.0 0.2 0.0
C -2.52730 -1.73520 0.74910 -1.3 -0.3 1.0
N -2.02300 1.10310 -0.16140 -0.7 0.1 0.0
H 3.47110 1.40350 -1.81520 0.0 -0.1 0.0
Cl 0.15440 0.08170 -7.04800 0.0 0.0 -0.1
H -3.55440 -3.28320 -0.42980 0.0 0.1 0.2
C 1.91100 3.50300 -0.50400 -0.2 -0.1 0.1
O -1.65460 -1.61060 -0.14810 -0.1 -0.5 -0.6
H -2.23830 4.56710 1.36790 -0.1 0.0 -0.2
Cl -1.06200 2.63180 -2.45780 -0.1 0.7 -0.5
H 0.84580 4.50160 1.16360 -0.1 0.1 0.2
C 0.44140 -2.54780 2.15340 0.0 0.1 -0.2
C -0.45200 1.21810 -4.64880 0.1 -0.3 -0.7
C 1.01360 3.65670 0.52490 0.0 -0.2 -0.2
H 5.05360 -1.67690 -0.44130 0.3 0.0 0.0
N -0.93790 3.40730 2.56930 -0.6 0.2 -0.2
C 0.06490 -1.17370 2.58610 0.1 0.1 0.3
C -0.27740 -1.15770 -3.26840 -0.3 0.6 0.8
O 7.53520 0.80320 -0.06690 1.2 1.1 -1.0
C 3.54210 1.15550 1.61370 1.5 0.5 0.6
Cl -0.56900 2.70650 -5.52300 0.0 0.1 0.0
N -2.07410 1.83640 0.95430 -0.6 0.7 0.3
C 1.69150 2.20800 -0.99050 -0.1 0.2 0.1
H -3.31460 0.85900 -2.69730 0.0 -0.1 -0.1
Cl -0.26810 -2.65910 -2.42510 -0.1 -0.8 -0.7
H 3.05270 1.93820 2.18170 -0.1 0.1 0.1
Cl 0.16270 -2.62980 -5.49790 0.1 -0.2 -0.1
O 1.16120 -1.14130 -0.55530 2.0 -1.5 -0.4
H 1.98400 0.58050 -2.32950 0.1 0.1 -0.1
H -0.18220 -1.29810 4.79190 0.1 -0.1 0.2
N 0.71490 1.63220 -0.29050 0.8 1.3 -0.5
H -5.23000 1.54690 0.26550 -0.1 0.0 0.0
O 7.57280 -0.86020 1.45390 1.2 -1.1 0.9
C 3.28530 -0.67610 0.25060 2.7 1.1 1.0
H -3.60020 2.64860 2.16620 0.0 0.1 0.1
B -0.76820 2.18070 1.68610 0.2 -0.3 0.0
O 2.84480 -2.48110 -1.20410 -1.0 1.4 0.9
C -3.34930 2.09900 1.28010 0.1 -0.1 -0.2
C -0.09740 -1.15880 -4.63890 0.0 0.4 -0.7
C -3.60270 0.22820 -1.85530 0.1 -0.1 0.1
H 5.54900 1.80710 2.06760 0.2 0.1 0.0
H -3.05060 -0.70970 -1.92720 -0.1 0.0 -0.1
H -0.26280 6.18420 5.71110 0.0 0.0 0.1
Cl -2.56140 -4.37160 1.38660 0.1 -0.5 0.2
C 0.36930 5.48750 5.16180 0.0 -0.1 -0.1
N 0.30540 2.51290 0.63720 0.3 0.6 0.1
C -3.27280 0.92340 -0.57900 -0.3 0.2 0.0
H -4.67180 0.03210 -1.91390 -0.1 0.0 0.0
C -1.27210 5.51130 3.13790 0.0 -0.1 -0.1
C -0.15260 0.04720 -5.35350 0.0 -0.1 0.7
C -0.63760 1.16490 -3.27970 0.0 -0.6 0.9
C -0.17890 -0.71700 3.89090 0.0 0.1 -0.1
C -0.45590 0.62290 3.75370 0.0 -0.1 0.0
H 1.51720 -2.70010 2.27140 0.0 0.0 0.0
H -1.61940 6.52440 3.17770 -0.1 0.2 -0.1
H -0.69620 1.37720 4.47460 0.0 0.1 0.1
C 7.08710 -0.02100 0.71350 -3.1 0.0 0.2
N -0.36440 0.93020 2.44910 0.1 0.2 0.8
H 0.18850 -2.68420 1.10030 0.0 -0.2 0.2
N -0.18230 3.62780 3.65070 0.7 -0.2 0.6
Ti -0.28220 -0.15690 -0.40590 -1.7 0.2 1.1
H 0.71280 4.70110 5.82790 0.1 0.0 0.1
H 2.62070 4.22140 -0.86150 0.2 0.1 -0.1
C 2.42840 1.54980 -2.10310 -0.1 -0.2 0.1
H -0.08560 -3.28880 2.75580 0.0 0.0 -0.1
C 2.39890 -1.51780 -0.56000 1.1 -2.0 -1.1
C -0.51050 0.00140 -2.49400 -0.2 0.1 -2.6
C 5.48940 0.04140 0.80340 2.6 1.2 0.9
C 4.93370 1.08550 1.55860 -0.9 -0.8 -0.6
C -0.36760 4.88540 4.01390 -0.1 -0.1 -0.2
C -3.40790 -3.01790 0.61940 0.1 0.7 -0.2
H -4.35750 -2.88820 1.14370 0.2 0.0 -0.1

---

(3)
68
Properties=species:S:1:pos:R:3:forces:R:3 method="wB97M-V/def2-TZVPD" relative_energy_kcal_mol=0.0 max_force_ev_per_a=4.13 homo_ev=-6.7118 lumo_ev=-2.3020 energy_ha=-2519.51507 orbital_gap_ha=0.162
H -3.91281 -3.42050 2.31446 0.1 0.2 -0.2
H 5.65826 -2.55565 -4.13405 0.1 0.2 -0.1
H 3.28877 -0.80625 -6.17141 0.0 0.0 0.1
C 0.32332 -2.26671 -1.19394 -0.2 -0.8 0.1
H -1.11709 -0.67013 -3.80440 -0.1 -0.1 0.3
C -0.99500 0.47115 0.17879 -1.3 1.3 0.3
C -3.36839 -2.59347 1.86030 0.3 0.0 0.3
H 1.02350 -0.06943 -5.02159 0.1 0.0 0.2
C -2.68257 -2.80001 -4.17912 -0.1 0.0 -0.4
H -0.06297 2.35965 0.68329 -0.1 -0.5 0.1
C 1.91234 -0.35258 -4.46639 1.0 -0.6 0.3
H -1.83278 -4.65227 -2.33045 0.0 0.2 0.1
C -2.71377 -1.35653 -0.11378 0.3 -0.2 -0.2
C -0.08913 4.32624 5.39626 0.1 -0.4 0.1
C -0.91954 -1.45079 -3.06986 -0.4 -0.5 -0.2
H -0.80837 2.83045 6.81554 0.1 0.1 -0.3
O -1.42230 0.23967 2.92111 0.6 0.5 -1.4
F -3.37185 -3.97066 -4.08891 0.4 0.8 -0.1
F 0.17377 -3.90113 0.99418 -0.2 -0.7 -0.7
H -2.68810 -1.76087 3.76248 0.0 -0.1 -0.3
C -0.38009 -3.46757 -1.25964 0.4 -0.1 0.0
S 3.57826 -0.82950 -2.56391 -0.2 -0.1 -1.0
F -3.59495 -1.78060 -4.04396 0.5 -0.8 -0.3
H 0.19184 3.11746 -1.66465 0.2 0.0 -0.3
H 1.85581 2.45568 -0.15230 0.2 0.0 -0.2
C 1.94183 1.92091 -1.11074 0.0 -0.7 0.0
F -1.20455 -5.30617 0.00963 0.8 0.4 0.0
C 1.98969 -0.39178 -3.09682 0.3 1.0 -0.8
C -0.61714 3.06330 5.76830 0.4 0.7 -0.1
H -0.01115 3.88621 2.01404 0.1 0.1 0.4
H 5.70125 -1.50671 -5.56763 0.1 0.0 0.1
C 5.52537 -1.52455 -4.48849 0.3 -0.1 0.0
C 3.14328 -0.75073 -5.09632 0.4 -0.1 0.6
F 0.93654 -5.32113 -0.50607 -0.9 0.5 0.4
C -0.56082 1.46373 1.05372 -0.1 -0.4 0.0
C -2.66423 -1.72153 2.67442 0.0 -0.3 -0.1
C 0.09567 4.62117 4.02272 0.0 0.0 0.6
O 0.30647 5.27330 6.28562 -0.3 -0.6 -0.2
O 0.21633 1.29308 -2.65483 -0.6 1.1 1.1
C -1.92089 -0.72208 2.06163 -0.3 0.8 0.4
C -0.15355 3.65911 3.07089 -0.1 -0.5 -0.1
C 0.91766 2.43729 -2.15075 -0.4 -0.2 -0.3
H -4.00180 -3.07007 -0.15288 0.1 0.3 0.2
B 0.84812 0.15366 -2.03275 2.0 -2.4 -2.7
C -1.85077 -0.54425 0.66610 -0.3 -0.5 0.7
H -1.25082 1.14596 5.11722 0.1 0.2 -0.2
C 0.04208 -1.25212 -2.09103 -0.4 1.5 1.0
C -3.40850 -2.39994 0.46903 0.0 0.3 -0.2
O 1.61561 0.54031 -0.88212 -0.6 1.3 1.4
H 1.41067 2.95388 -2.99098 -0.2 0.0 0.4
C -0.11741 -4.50406 -0.20173 0.2 -0.2 0.1
C -1.60259 -2.66519 -3.13984 0.1 0.1 -0.4
C -0.85903 2.10869 4.79703 0.0 0.0 -0.4
F -2.18603 -2.71720 -5.45368 -0.6 -0.1 1.0
C 0.30073 4.96791 7.69873 -0.1 0.1 -0.5
H 1.10452 -2.13390 -0.44891 -0.2 0.1 0.0
C -0.60602 2.36496 3.42638 0.1 0.7 0.8
H 0.88646 4.06675 7.91772 -0.1 0.2 -0.1
H 6.27636 -0.88911 -4.00246 0.0 -0.2 -0.1
C -1.31542 -3.70135 -2.26229 -0.2 0.0 0.2
C 4.15158 -1.04759 -4.20312 -1.2 0.3 -0.1
H -0.72388 4.84355 8.06887 0.2 0.1 -0.1
H 2.97231 2.01002 -1.49772 -0.3 -0.1 0.2
H -2.82079 -1.13279 -1.17989 0.3 -0.3 0.4
H 0.46732 5.60353 3.74892 -0.1 -0.1 0.0
C -0.84053 1.36151 2.41618 -0.5 -1.1 0.2
H -0.94374 0.62469 -0.89630 0.2 0.0 0.2
H 0.76368 5.84310 8.15214 -0.1 -0.2 0.1